This record from OMol25 describes the molecule C4H6O in a non-equilibrium geometry. The level of theory is ωB97M-V/def2-TZVPD.

Last column: Mulliken charge in e.
Geometry (Å):
O (1.40955, 0.64301, -0.99065)  -0.55
C (0.51168, 0.24377, -0.34628)  0.43
C (0.32517, -0.91401, 0.68268)  -0.48
C (-1.23836, -0.57925, 0.59418)  -0.54
C (-0.79970, 0.65232, -0.13517)  -0.32
H (0.85019, -1.77600, 0.12653)  0.25
H (0.85720, -0.74704, 1.59315)  0.28
H (-1.90052, -1.28503, 0.18370)  0.29
H (-1.65804, -0.38991, 1.81411)  0.18
H (-1.35855, 1.14647, -1.10537)  0.28
H (-0.85940, 1.49046, 0.54060)  0.19

Results
Orbital gap   10.24 eV
Electronic energy   -6290.235 eV
F_max   7.9 eV/A
Structure (SMILES)   O=C1CCC1
ΔE to the lowest compared entry with this formula, charge and spin   38.8 kcal per mole


This record from OMol25 describes a structure of composition C2H4N4 in a non-equilibrium geometry. The level of theory is ωB97M-V/def2-TZVPD.

Last column: Mulliken charge in e.
Geometry (Å):
N (0.77078, 1.11765, 1.08356)  -0.47
C (0.23017, 0.19613, 0.21074)  0.50
N (-1.01140, -0.20677, 0.44846)  -0.61
C (-1.42061, -0.87958, -0.64083)  0.10
N (-0.53689, -1.21578, -1.54822)  -0.36
N (0.81109, -0.27099, -0.88336)  -0.28
H (1.74419, 0.99371, 1.30529)  0.25
H (0.20297, 1.19022, 1.92059)  0.28
H (-2.51598, -1.09189, -0.73670)  0.35
H (1.72568, 0.16730, -1.15953)  0.24

Results
Orbital gap   9.72 eV
Electronic energy   -8097.434 eV
F_max   2.6 eV/A
ΔE to the lowest compared entry with this formula, charge and spin   43.4 kcal per mole


This record from OMol25 describes the molecule C4H8O2. The level of theory is ωB97M-V/def2-TZVPD.

Last column: Mulliken charge in e.
Geometry (Å):
C (-0.15293, 0.43152, 1.59682)  -1.30
C (-0.73234, 0.18969, 0.21064)  0.42
O (-1.58761, 1.25906, -0.14798)  -0.56
C (0.43282, 0.11699, -0.73586)  -0.24
C (1.03990, -1.16038, -1.07926)  -0.38
O (0.21803, -0.46263, -2.01313)  -0.44
H (0.14174, 1.48188, 1.68345)  0.35
H (-0.84224, 0.18511, 2.40624)  0.32
H (0.74449, -0.18756, 1.70886)  0.34
H (-1.28361, -0.76543, 0.18187)  0.27
H (-1.75462, 1.16836, -1.09714)  0.33
H (1.04960, 1.01881, -0.73753)  0.37
H (0.60893, -2.08078, -0.68360)  0.23
H (2.10270, -1.19875, -1.30980)  0.27

Results
Orbital gap   11.31 eV
Electronic energy   -8371.302 eV
F_max   0.4 eV/A
Structure (SMILES)   C[C@@H](O)[C@H]1CO1
ΔE to the lowest compared entry with this formula, charge and spin   45.7 kcal per mole


This record from OMol25 describes a cluster of 3 separate species, CH7NO2 in total in a non-equilibrium geometry. The level of theory is ωB97M-V/def2-TZVPD.

Last column: Mulliken charge in e.
Geometry (Å):
C (1.49245, -0.21449, 1.20762)  -0.20
N (0.32117, 0.20581, 1.15496)  -0.39
H (2.02294, -0.46438, 0.28323)  0.18
H (2.22583, -0.49009, 2.00246)  0.23
H (-0.21792, 0.41250, 1.99001)  0.20
O (-2.60700, 0.02275, -0.52722)  -0.62
H (-1.64741, 0.09996, -0.33084)  0.31
H (-2.80002, 0.44234, 0.31449)  0.31
O (0.71752, -0.26107, -1.96765)  -0.62
H (0.45100, 0.15752, -2.77949)  0.30
H (0.04145, 0.08915, -1.34757)  0.29

Results
Orbital gap   11.25 eV
Electronic energy   -6734.382 eV
F_max   2.4 eV/A
Structure (SMILES)   C=N.O.O
ΔE to the lowest compared entry with this formula, charge and spin   22.2 kcal per mole


This record from OMol25 describes a cluster of 8 separate species, C30H54O17S3 in total in a non-equilibrium geometry. The level of theory is ωB97M-V/def2-TZVPD.

Last column: Mulliken charge in e.
Geometry (Å):
C (4.75558, 2.86582, -0.71032)  -1.30
C (4.62936, 1.52966, 0.05627)  0.28
C (4.70084, 1.58335, 1.57704)  -0.63
O (3.46415, 1.06054, 1.95253)  -0.32
C (2.85378, 0.45696, 0.90027)  -0.08
O (1.84491, -0.24866, 0.90320)  0.27
O (3.40935, 0.87282, -0.25733)  -0.08
H (3.77437, 3.33580, -0.77709)  0.21
H (5.02112, 2.64850, -1.74489)  0.35
H (5.62240, 3.47640, -0.45752)  0.42
H (5.41435, 0.85394, -0.28327)  0.39
H (4.73070, 2.62767, 1.88784)  0.37
H (5.62030, 1.11882, 1.93328)  0.30
C (1.89034, 0.36410, -5.14696)  -1.50
C (2.57929, -1.03491, -4.95961)  0.47
C (2.86262, -1.15449, -3.49876)  0.41
O (2.55535, -2.50063, -3.27230)  -0.17
C (1.70575, -2.99947, -4.15578)  0.60
O (1.05494, -4.04115, -4.02992)  -0.59
O (1.64148, -2.12117, -5.15764)  -0.41
H (2.38391, 1.30991, -4.92352)  0.40
H (0.85225, 0.49104, -4.83979)  0.38
H (1.71895, 0.46679, -6.21849)  0.42
H (3.47862, -1.23490, -5.54211)  0.32
H (2.21425, -0.44078, -2.99048)  -0.54
H (3.89750, -0.85886, -3.32636)  0.31
C (1.32510, -0.31172, 4.29465)  -1.60
C (0.28619, 0.72657, 4.07514)  1.22
C (-1.17594, 0.12433, 3.89094)  0.53
O (-1.90656, 0.61665, 4.92016)  -0.37
C (-1.11606, 1.47373, 5.69564)  0.56
O (-1.50715, 2.19154, 6.53754)  -0.58
O (0.05594, 1.33599, 5.35017)  -0.41
H (1.05374, -1.07147, 5.02762)  0.38
H (2.30893, 0.13759, 4.43004)  0.41
H (1.68088, -0.97492, 3.50619)  0.27
H (0.55174, 1.33127, 3.20800)  -0.11
H (-1.37068, -0.94166, 4.00870)  0.43
H (-1.51495, 0.28963, 2.86828)  -0.59
O (-0.87260, 4.90323, 0.20096)  -0.76
S (-0.93331, 3.43207, 0.31280)  0.91
O (-1.10050, 2.76591, 1.61272)  -0.42
C (-1.95919, 2.77275, -1.04925)  0.01
C (-0.92569, 2.37602, -2.17235)  -1.11
C (0.40554, 1.95952, -1.53540)  1.36
C (0.80598, 2.92801, -0.47432)  -1.24
H (-2.82626, 3.40969, -1.22418)  0.65
H (-2.41726, 1.92839, -0.53416)  -0.55
H (-1.29158, 1.66200, -2.91018)  0.44
H (-0.64835, 3.17512, -2.85984)  0.40
H (1.18959, 2.07579, -2.28363)  0.21
H (0.35249, 0.94484, -1.14080)  -0.91
H (1.18627, 3.87271, -0.86294)  0.38
H (1.49881, 2.73336, 0.34433)  0.39
O (2.84951, -4.08660, 1.28294)  -0.66
S (3.80286, -4.20625, 0.19525)  1.18
O (4.48222, -2.99225, -0.21062)  -0.69
C (5.01073, -5.53408, 0.59187)  -0.80
C (4.28037, -6.80841, 0.37221)  -0.51
C (3.47027, -6.69742, -0.95336)  -0.73
C (3.15653, -5.17936, -1.28340)  -0.27
H (5.49034, -5.42826, 1.56495)  0.43
H (5.86758, -5.43475, -0.07448)  0.34
H (5.00660, -7.60471, 0.20908)  0.32
H (3.60626, -7.15983, 1.15337)  0.31
H (2.51659, -7.22172, -0.89230)  0.29
H (3.97759, -7.23143, -1.75684)  0.32
H (2.19941, -4.72362, -1.53703)  0.22
H (3.85580, -4.88427, -2.06573)  0.24
O (-5.77581, 0.21012, 2.73879)  -0.72
S (-4.92422, 1.33793, 2.23515)  0.89
O (-3.87300, 1.19570, 1.27054)  -0.19
C (-6.10488, 2.75168, 1.68416)  -0.77
C (-5.58510, 3.99408, 2.61362)  -0.66
C (-5.28395, 3.53631, 3.98342)  -0.67
C (-4.27387, 2.30337, 3.72510)  -0.43
H (-7.13512, 2.57361, 1.99234)  0.40
H (-5.99713, 3.04832, 0.64084)  0.34
H (-4.72006, 4.45844, 2.14016)  0.27
H (-6.31746, 4.80025, 2.57072)  0.43
H (-6.25925, 3.26712, 4.38891)  0.33
H (-4.83699, 4.29965, 4.62032)  0.37
H (-4.30354, 1.64670, 4.59459)  0.38
H (-3.27327, 2.63835, 3.45183)  0.11
C (-5.57474, 1.55207, -3.32493)  -0.91
C (-5.55739, 0.17578, -2.73930)  0.56
C (-4.25589, -0.25917, -2.20285)  -0.38
O (-6.46106, -0.59908, -2.99910)  -0.58
H (-5.41363, 1.45178, -4.39828)  0.30
H (-4.78737, 2.21769, -2.97125)  0.18
H (-6.58341, 1.95397, -3.22923)  0.33
H (-4.41720, -0.93401, -1.36221)  0.30
H (-3.77010, 0.64350, -1.83231)  -0.23
H (-3.51411, -0.72862, -2.84897)  0.44
C (0.43873, -2.43060, -0.40488)  -0.37
C (-0.80498, -1.57834, -0.73848)  0.33
C (-1.46095, -0.86690, 0.36125)  -0.08
O (-1.22389, -1.65973, -1.86383)  -0.63
H (0.38088, -2.47953, 0.68249)  0.32
H (1.28969, -1.85114, -0.76292)  -0.30
H (0.28264, -3.44157, -0.78125)  0.54
H (-2.29157, -0.26939, -0.01449)  -0.59
H (-0.89322, -0.45044, 1.19331)  -0.24
H (-2.10302, -1.60901, 0.83570)  0.77

Results
Orbital gap   9.15 eV
Electronic energy   -99293.929 eV
F_max   7.2 eV/A
Structure (SMILES)   C[C@H]1COC(=O)O1.C[C@H]1COC(=O)O1.C[C@H]1COC(=O)O1.O=S1(=O)CCCC1.O=S1(=O)CCCC1.O=S1(=O)CCCC1.CC(C)=O.CC(C)=O
ΔE to the lowest compared entry with this formula, charge and spin   20.9 kcal per mole


This record from OMol25 describes the molecule C6H12O. The level of theory is ωB97M-V/def2-TZVPD.

Last column: Mulliken charge in e.
Geometry (Å):
C (-2.11992, 0.28589, -1.54091)  -1.16
C (-0.91125, 1.09505, -1.09882)  -0.28
O (-0.77136, 0.95393, 0.29954)  -0.31
C (0.54388, 1.02887, 0.82220)  -0.90
C (0.90322, -0.30866, 1.43336)  0.21
C (2.02215, -1.17115, 0.91821)  -0.66
C (0.59864, -1.50871, 0.59115)  -0.40
H (-2.46474, 0.60029, -2.53229)  0.38
H (-1.88944, -0.78408, -1.57962)  0.26
H (-2.93027, 0.43178, -0.82047)  0.28
H (-1.04917, 2.15730, -1.35025)  0.38
H (-0.00907, 0.75639, -1.63845)  0.32
H (1.26216, 1.31412, 0.03888)  0.36
H (0.55578, 1.82110, 1.58081)  0.36
H (0.69738, -0.39167, 2.49789)  0.34
H (2.64393, -0.78479, 0.11329)  0.23
H (2.53989, -1.81071, 1.62894)  0.27
H (0.25916, -1.32607, -0.42591)  0.10
H (0.11904, -2.35887, 1.06247)  0.24

Results
Orbital gap   10.74 eV
Electronic energy   -8462.616 eV
F_max   0.3 eV/A
Structure (SMILES)   CCOCC1CC1
ΔE to the lowest compared entry with this formula, charge and spin   40.1 kcal per mole